Below is C9H21ClI2N2OPSSn as an isolated structure at a distorted geometry, with properties calculated with ωB97M-V/def2-TZVPD.

Properties
- Highest occupied orbital energy (alpha / beta): -0.672 / -0.673 Ha
- Kohn-Sham gap (alpha / beta): 4.12 / 5.45 eV
- Max |F|: 2.5 eV/A

```
! RIJCOSX wB97M-V def2-TZVPD def2/J DEFGRID3
* xyz 3 1
I -1.736 -3.811 1.979
I -2.448 -0.095 2.469
Sn -0.039 0.038 1.249
P -1.960 0.077 -1.862
C -3.417 -0.945 -1.956
C -2.490 1.793 -1.898
H 0.073 0.451 -3.054
H -1.257 0.118 -4.197
H -0.517 -1.205 -3.274
C -0.825 -0.156 -3.236
H -1.659 2.505 -1.917
H -3.100 1.958 -2.798
H -4.015 -0.651 -2.825
H -3.999 -0.799 -1.041
H -3.117 2.047 -1.039
H -3.121 -1.992 -2.033
C -0.894 -0.866 -0.635
O -0.312 -1.883 -0.905
Cl -0.055 2.365 0.619
C 1.942 -1.493 3.625
N 3.056 -0.573 3.376
C 3.928 -0.290 4.528
C 3.235 -0.047 2.146
S 2.312 -0.807 0.823
N 3.952 1.075 1.894
C 5.235 1.441 2.502
C 3.757 1.786 0.618
H 1.930 -1.703 4.692
H 1.990 -2.425 3.056
H 0.976 -1.018 3.392
H 4.964 -0.621 4.348
H 3.887 0.778 4.771
H 3.541 -0.859 5.380
H 6.092 1.121 1.889
H 5.243 2.534 2.537
H 5.364 1.071 3.512
H 4.212 1.247 -0.229
H 2.684 1.961 0.420
H 4.272 2.747 0.751
*
```

---

Below is C9H21ClI2NP2STm as an isolated structure at a distorted geometry, with properties calculated with ωB97M-V/def2-TZVPD.

Properties
- ⟨S²⟩: 2.00
- Highest occupied orbital energy (alpha / beta): -0.544 / -0.544 Ha
- Kohn-Sham gap (alpha / beta): 5.92 / 5.92 eV
- Max |F|: 2.5 eV/A

```
! RIJCOSX wB97M-V def2-TZVPD def2/J DEFGRID3
* xyz 2 3
I -2.150 1.772 0.782
I -2.082 -1.754 0.948
Tm 0.621 -0.008 0.212
P -3.414 -0.055 -0.997
C -4.827 0.003 0.161
C -3.798 1.323 -2.145
H -4.831 1.180 -2.496
H -4.837 -1.381 -2.412
H -3.092 1.311 -2.987
H -3.100 -1.560 -2.886
H -4.766 0.896 0.779
H -3.723 2.285 -1.646
C -3.809 -1.506 -2.047
H -5.759 0.001 -0.393
H -3.743 -2.429 -1.475
H -4.778 -0.851 0.841
P 3.181 -0.018 -0.657
C 4.520 0.047 0.558
C 3.538 -1.495 -1.649
H 2.820 1.388 -2.628
H 4.564 1.305 -2.084
H 3.368 2.337 -1.216
C 3.515 1.396 -1.768
H 2.852 -1.571 -2.509
H 4.579 -1.420 -1.966
H 5.511 0.031 0.090
H 4.403 -0.817 1.237
H 3.398 -2.391 -1.026
H 4.397 0.967 1.163
Cl 0.277 -0.108 -2.211
S -0.133 0.202 5.033
C 1.583 0.191 4.698
C 1.840 0.123 3.354
N 0.657 0.094 2.580
C -0.435 0.125 3.380
H 2.316 0.228 5.501
H 2.799 0.090 2.849
H -1.463 0.072 3.032
*
```